Computed, not measured: C26H25NO4 in the gas phase, with ωB97M-V/def2-TZVPD.

```
56
C26H25NO4, DFT ωB97M-V/def2-TZVPD
C 0.468 3.139 3.645
C 1.058 1.873 3.103
C 2.405 1.799 2.781
C 2.953 0.610 2.336
C 2.185 -0.534 2.187
C 2.824 -1.820 1.744
C 0.817 -0.448 2.481
N 0.025 -1.592 2.285
C -1.326 -1.682 2.172
O -2.114 -0.792 2.402
C -1.776 -3.045 1.645
C -1.866 -2.960 0.109
C -0.569 -2.382 -0.413
O 0.482 -2.972 -0.454
O -0.730 -1.107 -0.749
C 0.421 -0.355 -1.123
C 0.634 -0.335 -2.645
O 1.746 -0.193 -3.094
C -0.561 -0.503 -3.496
C -1.819 -0.029 -3.129
C -2.897 -0.219 -3.975
C -2.735 -0.885 -5.179
C -1.483 -1.349 -5.553
C -0.399 -1.151 -4.721
C 0.316 1.069 -0.623
C -0.831 1.538 0.000
C -0.899 2.855 0.417
C 0.173 3.707 0.222
C 1.326 3.234 -0.382
C 1.399 1.920 -0.804
C 0.272 0.743 2.943
H 0.658 3.207 4.716
H -0.607 3.161 3.488
H 0.916 4.007 3.168
H 3.032 2.672 2.886
H 4.007 0.567 2.100
H 2.798 -2.559 2.548
H 2.332 -2.250 0.871
H 3.866 -1.646 1.487
H 0.556 -2.414 2.034
H -2.762 -3.274 2.050
H -1.076 -3.829 1.934
H -2.686 -2.302 -0.178
H -2.019 -3.955 -0.309
H 1.315 -0.827 -0.693
H -1.947 0.506 -2.203
H -3.869 0.156 -3.693
H -3.583 -1.037 -5.830
H -1.354 -1.860 -6.495
H 0.585 -1.501 -4.996
H -1.661 0.873 0.181
H -1.797 3.213 0.899
H 0.113 4.736 0.543
H 2.171 3.889 -0.527
H 2.292 1.549 -1.286
H -0.779 0.782 3.173
```

Computed properties:
Lowest unoccupied orbital energy, eV: 0.222
Strongest force on any atom, eV Å⁻¹: 0.83
Energy, eV: -37049.4846
Kohn-Sham gap, eV: 8.5
SMILES: Cc1ccc(C)c(NC(=O)CCC(=O)O[C@@H](C(=O)c2ccccc2)c2ccccc2)c1
Relative energy (zero: lowest compared OMol25 entry of this formula, charge and spin), kJ/mol: 5.3
2S+1: 1

Löwdin atomic charge list, values in e, 4 entries:
1 C -0.049
2 C -0.276
3 C -0.050
4 C -0.043



Computed, not measured: a molecular structure, C26H26As2N3O2Pd at a distorted geometry, with ωB97M-V/def2-TZVPD.

```
60
C26H26As2N3O2Pd, DFT ωB97M-V/def2-TZVPD
Pd 0.195 -0.021 -1.188
O 1.119 6.677 -0.964
C -0.005 6.247 -0.999
O -1.151 6.613 -0.968
C 0.044 4.599 -1.135
C 1.277 3.974 -1.162
C 1.299 2.586 -1.255
N 0.125 1.906 -1.379
C -1.087 2.512 -1.279
C -1.149 3.897 -1.173
C -2.205 1.595 -1.236
C -3.545 2.004 -1.187
C -4.550 1.069 -1.116
C -4.202 -0.287 -1.096
C -2.869 -0.631 -1.143
N -1.879 0.260 -1.213
C 2.465 1.738 -1.223
C 3.784 2.210 -1.122
C 4.837 1.328 -1.138
C 4.565 -0.038 -1.290
C 3.253 -0.447 -1.373
N 2.214 0.388 -1.307
H 2.186 4.549 -1.091
H -2.088 4.419 -1.091
H -3.777 3.057 -1.196
H -5.584 1.371 -1.075
H -4.959 -1.051 -1.044
H -2.580 -1.678 -1.107
H 3.958 3.268 -1.026
H 5.855 1.675 -1.058
H 5.359 -0.764 -1.345
H 3.021 -1.497 -1.513
C -0.569 1.045 3.232
As 0.110 0.055 1.659
C 1.889 -0.392 2.386
C -0.723 -1.724 1.901
C -1.314 -2.050 3.117
C -1.900 -3.286 3.331
C -1.900 -4.230 2.319
C -1.305 -3.926 1.108
C -0.720 -2.683 0.880
As 0.206 -2.377 -0.820
C -0.641 -3.590 -2.113
C 1.785 -3.481 -0.430
H -0.237 0.621 4.180
H -1.658 1.092 3.206
H -0.192 2.069 3.167
H 1.807 -0.924 3.335
H 2.449 0.531 2.544
H 2.439 -1.007 1.673
H -1.311 -1.325 3.919
H -2.351 -3.509 4.285
H -2.351 -5.198 2.475
H -1.291 -4.673 0.321
H -0.461 -4.640 -1.860
H -0.195 -3.392 -3.093
H -1.717 -3.415 -2.187
H 1.437 -4.417 0.014
H 2.450 -2.991 0.283
H 2.341 -3.715 -1.341
```

Computed properties:
Lowest unoccupied orbital energy, eV: -4.153
Strongest force on any atom, eV Å⁻¹: 2.92
Energy, eV: -161100.4613
Kohn-Sham gap, eV: 5.9
2S+1: 1
Net charge: +1

Löwdin atomic charge list, values in e, 4 entries:
1 Pd 0.668
2 O 0.025
3 C -0.708
4 O 0.026